DFT (wB97M-V/def2-TZVPD) results for C9H52F2N20O19S2 as an isolated structure in a non-equilibrium geometry.

Summary:
* orbital gap: 10.28 eV
* energy: -105999.1865 eV

The geometry in ORCA input format:
```
! wB97M-V def2-TZVPD RIJCOSX def2/J DEFGRID3
* xyz 0 1
N -8.0517 10.5852 14.8054
H -8.7211 10.0437 15.3204
H -8.4508 11.2427 14.1131
H -7.3515 10.0864 14.1982
H -7.5144 11.2144 15.5153
N -10.3564 8.1892 16.6880
S -9.8200 8.5321 18.1230
O -9.4763 7.4580 18.9812
O -10.5292 9.6771 18.6421
F -8.4086 9.0718 17.8019
S -10.0166 6.8478 15.9928
O -11.0324 5.8801 16.3328
O -8.5577 6.4757 16.0261
F -10.3072 7.0992 14.4528
O -6.6909 11.5308 17.0803
H -6.9740 12.0504 17.8532
H -6.6350 10.5750 17.3052
O -11.0965 12.2451 19.5670
H -10.7790 11.3906 19.2335
H -11.9701 12.0982 19.9991
O -14.9634 9.9036 10.8759
H -14.9626 10.4541 11.6703
H -15.8666 9.7502 10.5999
O -4.1665 11.3382 15.6162
H -5.0281 11.5302 16.0194
H -3.5548 11.4183 16.3926
O -12.5830 8.6520 11.7937
H -12.8922 9.1807 12.5196
H -13.3288 8.7193 11.1602
O -3.4360 11.3945 18.6306
H -4.0558 10.6916 18.9450
H -2.9645 11.4144 19.4547
C -7.1990 13.1274 19.8980
O -7.5988 13.2699 18.7562
N -5.9102 13.3595 20.2099
N -8.0268 12.6513 20.8312
H -5.6559 13.0408 21.1559
H -5.2412 13.2470 19.4474
H -8.9687 12.4698 20.5797
H -7.9147 12.9667 21.8284
C -4.8489 10.5635 21.7362
O -4.9698 11.4362 22.6015
N -3.5932 10.2102 21.3150
N -5.8761 9.9344 21.1382
H -2.9517 10.4541 21.9923
H -3.3827 9.4566 20.6823
H -6.7962 10.1355 21.3405
H -5.6715 9.3328 20.4042
C -8.9290 8.8800 10.3339
O -7.9312 9.3315 9.8694
N -9.1993 7.5826 9.9471
N -9.7694 9.5354 11.2408
H -8.7652 7.3791 9.0713
H -10.0056 7.0284 10.2509
H -9.4578 10.3621 11.7102
H -10.5804 9.0865 11.6020
C -5.2606 8.1001 17.9541
O -4.6856 8.6012 18.9926
N -6.0486 7.0471 18.0119
N -4.9460 8.5688 16.6729
H -6.1976 6.7176 18.9349
H -6.7391 6.8472 17.2704
H -5.4195 8.3413 15.7871
H -4.2121 9.2636 16.7299
C -6.4880 7.5274 13.1736
O -6.3296 8.3274 14.0900
N -6.5078 6.1773 13.3567
N -6.5618 7.9469 11.8199
H -6.7519 5.5984 12.5833
H -6.7592 5.8128 14.2271
H -7.1100 7.4733 11.0130
H -6.5592 8.9646 11.7353
C -8.6984 13.0330 11.7544
O -8.9876 12.1956 12.6181
N -8.0230 12.7327 10.6673
N -9.1433 14.2794 11.9044
H -7.6661 13.4038 10.0422
H -7.7786 11.7644 10.4017
H -9.4869 14.4758 12.8534
H -8.9941 15.0964 11.2844
C -5.1700 10.9066 12.0980
O -6.2780 10.8104 12.5755
N -4.2197 11.5566 12.8402
N -4.7878 10.4291 10.8823
H -4.4006 11.7506 13.8510
H -3.2805 11.2719 12.6068
H -3.8423 10.5081 10.5894
H -5.4234 9.8111 10.3795
C -13.3094 12.0724 13.7014
O -14.0828 11.1533 13.4085
N -11.9525 11.9863 13.3729
N -13.6950 13.1199 14.4549
H -11.7937 11.3440 12.5912
H -11.3180 12.6878 13.6035
H -13.1441 13.9716 14.3952
H -14.7043 13.2662 14.4420
C -9.4764 14.5188 16.1991
O -9.8238 14.3560 15.0086
N -8.2720 15.1664 16.5193
N -10.1630 13.9045 17.2479
H -7.8125 15.0245 17.3683
H -7.4986 15.0089 15.8298
H -10.9314 13.3508 16.8999
H -9.7826 13.7209 18.1736
*
```